# 1
Computed, not measured: a structure of composition C19H8AlF10N4O5S2, with wB97M-V/def2-TZVPD.

The geometry in XYZ format:
```
49
C19H8AlF10N4O5S2 wB97M-V/def2-TZVPD
C 3.46 -2.73 -1.33
C 2.08 -2.54 -0.79
C 1.24 -3.59 -0.66
C -0.04 -3.37 -0.11
N -0.90 -4.40 0.07
C -1.25 -4.95 -1.03
O -1.74 -5.21 -2.00
C -0.49 -1.98 0.30
S -2.18 -1.83 1.01
O -2.48 -0.55 1.55
O -2.19 -2.84 2.03
C -3.42 -2.38 -0.29
F -3.65 -3.67 -0.06
F -2.92 -2.28 -1.53
C -4.81 -1.65 -0.13
F -5.72 -2.41 -0.73
F -5.15 -1.59 1.16
C -4.83 -0.24 -0.83
F -5.64 0.58 -0.20
F -3.59 0.31 -0.87
F -5.25 -0.41 -2.08
C 0.37 -0.93 0.15
N -0.07 0.34 0.52
C 0.80 1.29 0.39
C 0.39 2.68 0.78
C 0.28 3.69 -0.17
C -0.10 4.95 0.28
N -0.34 5.29 1.55
C -0.21 4.27 2.43
C 0.16 2.98 2.13
C 2.14 1.00 -0.11
S 3.33 2.39 -0.20
O 3.34 3.12 1.02
O 3.07 3.11 -1.40
C 5.03 1.59 -0.38
F 5.14 0.55 0.45
F 5.29 1.31 -1.63
F 5.86 2.53 0.04
N 2.59 -0.19 -0.51
C 1.68 -1.14 -0.37
H 3.46 -2.32 -2.35
H 3.63 -3.81 -1.40
H 4.22 -2.24 -0.73
H 1.51 -4.60 -0.93
H 0.48 3.51 -1.22
H -0.20 5.74 -0.47
H -0.41 4.49 3.48
H 0.28 2.22 2.88
Al -2.28 5.92 2.27
```

Spin multiplicity: 1
Charge: +3
Orbital gap: 2.8 eV
DFT total energy: -3360.2293 Eh

Here are the natural (NBO) charges for atoms 1 to 5, given in e: C -0.68; C 0.23; C -0.31; C 0.40; N -0.45

---

# 2
Computed, not measured: a cluster of 2 separate species, C19H9BrN2O6 in total, with wB97M-V/def2-TZVPD.

The geometry in XYZ format:
```
37
C19H9BrN2O6 wB97M-V/def2-TZVPD
O 2.25 -0.61 1.17
C 1.28 0.15 0.92
N 1.46 1.61 0.77
C 0.22 2.42 0.63
O 0.08 3.66 0.53
C -0.88 1.27 0.60
C -2.41 1.32 0.45
C -3.23 -0.02 0.41
C -4.79 0.13 0.20
C -5.46 0.64 -1.14
C -7.00 0.73 -1.13
N -7.94 0.44 -0.11
C -7.40 -0.04 1.11
C -5.88 -0.18 1.28
C -2.58 -1.43 0.53
Br -3.67 -3.11 0.46
C -1.04 -1.51 0.71
C -0.27 -0.15 0.75
H 2.05 2.08 1.48
H -2.90 2.35 0.37
H -4.82 0.92 -2.06
H -7.45 1.12 -2.12
H -8.08 -0.30 1.99
H -5.50 -0.57 2.30
H -0.50 -2.50 0.84
C 7.45 -0.79 -1.52
C 6.51 -0.21 -2.33
C 5.14 -0.07 -1.66
O 4.17 0.48 -2.18
C 4.95 -0.64 -0.31
C 5.89 -1.23 0.49
C 7.29 -1.27 -0.14
O 8.29 -1.69 0.44
O 5.74 -1.72 1.64
O 6.64 0.20 -3.51
H 8.45 -0.92 -1.91
H 3.93 -0.56 0.05
```

Spin multiplicity: 1
Charge: -2
Orbital gap: 1.6 eV
DFT total energy: -3864.1285 Eh

Here are the natural (NBO) charges for atoms 1 to 5, given in e: O -0.43; C 0.65; N -0.64; C 0.68; O -0.55